183
Properties=species:S:1:pos:R:3:mulliken_charge:R:1 method="wB97M-V/def2-TZVPD" spin_multiplicity=2 energy_ha=-4063.44153 homo_lumo_gap_ha="0.090 / 0.349" total_charge=+5
S -13.255 4.476 -7.434 0.01
F -15.388 3.661 -5.888 -0.15
F -15.742 3.408 -7.950 -0.20
F -14.380 2.017 -6.968 -0.13
O -13.916 -1.376 -4.679 -0.16
O -15.776 4.271 -15.459 -0.46
O -23.062 7.175 -5.037 -0.35
O -20.368 4.838 -13.217 -0.28
O -11.190 1.076 -4.899 0.10
O -16.327 7.561 -7.699 0.14
O -10.041 -3.362 -3.417 -0.27
O -13.612 5.629 -2.873 0.11
O -13.549 5.637 -6.581 -0.64
O -16.175 5.568 -12.485 -0.18
O -10.904 9.594 -2.475 -0.21
O -9.092 3.781 -8.859 -0.41
O -11.954 9.193 -8.263 -0.32
O -13.423 4.681 -8.870 -0.31
O -16.956 2.434 -10.831 0.00
O -18.180 6.482 -3.155 -0.26
O -12.100 3.758 -6.990 -0.44
N -10.319 1.816 -7.492 0.18
N -19.812 3.026 -11.298 0.12
N -13.842 5.036 -13.709 -0.13
N -12.931 7.940 -1.284 -0.07
N -20.258 7.598 -5.367 -0.22
N -13.005 -3.729 -3.156 -0.21
N -14.237 8.660 -6.437 1.80
C -9.474 4.998 -9.417 -0.46
C -8.942 -2.485 -3.009 -0.75
C -8.792 3.788 -7.468 -0.57
C -16.962 6.324 -8.022 -0.10
C -21.056 8.332 -4.214 -0.88
C -11.110 1.073 -3.480 -0.50
C -9.656 9.066 -2.251 -0.80
C -21.541 4.108 -12.778 -0.58
C -11.154 8.545 -9.209 -0.54
C -13.188 4.298 -3.067 -1.22
C -17.141 3.935 -15.157 -0.23
C -10.586 -4.059 -2.327 -0.66
C -19.714 6.144 -5.124 0.36
C -24.255 6.362 -4.851 -0.75
C -13.048 9.520 -1.307 -0.78
C -22.426 7.584 -3.826 -0.54
C -13.393 3.963 -14.745 -0.62
C -14.340 7.287 -1.212 -0.54
C -14.312 5.767 -1.604 -0.90
C -11.788 8.688 -6.947 -0.17
C -11.600 10.136 -1.377 -0.67
C -15.934 1.509 -10.762 -0.91
C -14.756 3.254 -15.230 -0.39
C -11.981 -4.792 -2.530 -0.63
C -10.570 0.118 -5.545 0.23
C -17.154 6.503 -12.173 -0.37
C -20.603 5.620 -14.279 -0.91
C -14.761 3.294 -7.037 0.11
C -19.126 3.024 -9.921 -0.83
C -17.972 2.082 -9.929 -0.28
C -17.085 6.354 -3.922 -0.34
C -15.168 5.293 -11.588 0.90
C -12.922 9.162 -5.956 -1.58
C -8.885 2.357 -7.054 -0.52
C -14.919 -0.324 -4.773 -0.69
C -13.090 -3.652 -4.696 -0.64
C -14.047 4.553 -12.235 -0.81
C -14.851 9.290 -7.735 -1.04
C -10.683 0.331 -7.027 -1.04
C -19.325 5.805 -3.706 -0.71
C -14.118 -2.705 -5.124 -0.67
C -21.222 3.608 -11.326 -0.71
C -15.527 8.102 -8.688 -0.28
H -15.058 6.169 -10.949 0.13
H -8.124 1.783 -7.584 0.46
H -19.787 5.686 -14.999 0.22
H -23.968 5.325 -4.676 0.30
H -13.068 4.718 -11.785 0.54
H -17.676 6.411 -11.220 0.00
H -14.241 3.481 -12.236 0.03
H -22.470 4.677 -12.764 0.49
H -12.912 10.252 -5.969 0.28
H -18.946 5.977 -5.879 -0.29
H -16.178 0.456 -10.623 0.43
H -13.058 4.670 -15.503 0.39
H -16.237 5.662 -8.496 -0.45
H -15.516 10.078 -7.381 0.55
H -20.723 7.682 -6.260 0.47
H -15.429 1.502 -11.728 0.11
H -16.724 7.480 -12.395 0.45
H -10.398 1.847 -8.498 0.44
H -14.856 8.809 -5.653 -0.08
H -7.804 4.245 -7.414 0.54
H -12.149 4.049 -2.854 0.44
H -11.664 0.038 -7.401 0.37
H -9.229 -1.569 -2.492 0.27
H -12.741 8.808 -4.941 0.69
H -13.946 -3.860 -2.812 0.42
H -12.444 7.513 -0.508 0.41
H -16.190 6.536 -3.327 -0.17
H -17.045 5.459 -4.543 0.16
H -21.963 2.992 -10.817 0.44
H -8.113 -2.949 -2.475 0.41
H -17.613 3.183 -15.790 0.43
H -12.825 -2.821 -2.752 0.28
H -19.474 8.234 -5.345 0.31
H -10.000 -0.369 -7.510 0.40
H -16.045 8.612 -9.500 0.46
H -10.945 -0.877 -5.302 -0.31
H -13.270 -4.675 -5.026 0.43
H -8.473 -2.330 -3.980 0.23
H -14.437 0.639 -4.939 -0.02
H -21.568 3.208 -13.392 0.35
H -17.134 3.695 -14.093 -0.09
H -14.223 -2.689 -6.209 0.43
H -10.170 1.455 -3.084 0.38
H -23.125 8.161 -3.221 0.57
H -9.790 4.919 -10.458 0.32
H -9.592 -0.054 -5.094 0.57
H -12.553 -5.070 -1.644 0.40
H -15.169 2.574 -14.485 0.18
H -19.841 2.690 -9.169 0.50
H -19.170 4.727 -3.760 0.43
H -10.106 8.401 -8.944 0.33
H -14.196 7.656 -6.536 -0.48
H -10.442 5.278 -9.000 -0.03
H -17.668 6.318 -8.852 0.33
H -12.096 -3.258 -4.911 0.28
H -15.525 -0.225 -3.873 0.33
H -11.513 7.536 -9.410 0.01
H -12.644 3.396 -14.191 0.37
H -15.334 5.390 -1.647 0.53
H -9.113 8.552 -3.044 0.23
H -15.208 1.904 -10.051 0.27
H -14.116 9.871 -8.292 0.42
H -13.851 3.528 -2.671 0.42
H -13.658 9.645 -2.201 0.56
H -17.682 4.871 -15.292 0.11
H -15.427 -0.467 -5.727 0.42
H -10.816 8.819 -6.470 0.64
H -17.184 7.233 -4.558 -0.23
H -12.517 7.634 -2.153 0.21
H -19.048 3.423 -11.827 0.18
H -8.998 9.918 -2.079 0.36
H -18.840 3.990 -9.506 0.20
H -8.954 2.251 -5.972 0.33
H -14.906 7.746 -2.022 0.21
H -21.238 9.284 -4.713 0.56
H -20.353 8.583 -3.420 0.33
H -22.138 6.801 -3.124 0.35
H -14.654 2.684 -16.154 0.50
H -11.767 7.601 -7.021 -0.09
H -10.949 2.465 -7.042 0.40
H -17.370 5.735 -7.201 -0.27
H -21.149 4.519 -10.733 0.35
H -18.295 1.057 -10.110 0.56
H -15.140 -2.989 -4.874 0.53
H -13.195 5.801 -13.831 0.42
H -13.860 5.300 -0.729 0.55
H -19.933 2.092 -11.663 0.40
H -20.156 5.866 -3.004 0.30
H -24.834 6.777 -4.025 0.32
H -11.723 11.194 -1.611 0.41
H -15.589 4.623 -10.838 -0.49
H -8.667 5.720 -9.293 0.38
H -11.823 -5.684 -3.137 0.35
H -14.726 5.385 -14.052 0.38
H -13.336 9.840 -0.305 0.32
H -11.304 9.134 -10.114 0.37
H -9.850 -4.797 -2.007 0.49
H -17.624 2.197 -8.902 0.08
H -18.007 6.409 -12.845 -0.06
H -13.241 4.088 -4.135 0.23
H -14.691 7.488 -0.200 0.54
H -9.700 8.385 -1.401 0.34
H -14.751 7.404 -9.002 -0.01
H -11.947 1.702 -3.178 -0.05
H -20.923 6.631 -14.028 0.36
H -11.055 10.153 -0.434 0.49
H -21.481 5.440 -14.900 0.48
H -9.433 4.510 -6.963 0.24
H -20.619 5.546 -5.238 0.43
H -10.736 -3.554 -1.373 0.43
H -11.153 0.138 -2.920 0.09
H -24.958 6.332 -5.684 0.27


185
Properties=species:S:1:pos:R:3:mulliken_charge:R:1 method="wB97M-V/def2-TZVPD" spin_multiplicity=6 energy_ha=-5022.23578 homo_lumo_gap_ha="0.319 / 0.318" total_charge=0
Mn -1.740 4.005 1.619 0.60
F -1.365 -0.529 -1.643 0.07
F -5.680 5.698 1.767 -0.27
F -5.192 7.184 3.236 -0.29
F -6.219 5.348 3.870 -0.26
F -2.050 1.479 -2.034 -0.17
F -3.214 0.229 -0.737 -0.28
O -2.277 2.366 5.582 -0.18
O -5.825 1.638 -4.396 -0.43
O -5.559 -2.998 -2.641 -0.46
O -1.503 2.040 0.854 0.59
O -0.687 -1.363 4.588 -0.43
O -2.722 -1.541 -5.787 -0.69
O 7.333 -2.237 1.749 -0.36
O -2.772 5.676 2.634 -0.90
O -3.906 3.796 2.690 -0.16
O 7.245 1.348 0.545 -0.41
O 0.248 1.124 -0.161 0.49
O 5.234 -1.383 -2.716 -0.56
O 3.411 4.765 -0.336 -0.18
O -0.390 -4.819 -0.532 -0.50
O 1.580 0.886 -4.932 -0.46
N 4.796 -3.248 2.526 -0.40
N -6.965 -1.826 -4.818 -0.49
N -0.878 3.667 3.672 -0.07
N -4.605 -3.648 -5.470 -0.57
N 2.909 -3.493 0.090 -0.09
N 0.110 5.052 1.275 -0.12
N 5.260 0.819 -4.670 -0.75
N 2.573 -3.005 4.930 -0.37
C 6.445 2.510 0.271 -0.72
C 2.842 0.875 -4.285 0.27
C 6.380 -1.361 2.334 -0.82
C -1.872 -1.789 -4.662 -0.01
C 1.029 2.092 3.744 -0.28
C 0.540 0.731 -3.990 -0.19
C -1.131 0.949 0.177 0.18
C -8.122 -0.026 -3.615 -1.15
C -1.628 -1.049 3.619 0.35
C -5.541 -2.664 -1.281 -0.79
C 8.670 -1.919 2.061 -0.70
C 3.799 -0.370 -6.257 -1.42
C -1.527 -4.138 -1.051 -0.10
C 4.629 5.493 -0.194 -0.86
C 4.991 -1.906 1.980 1.05
C -5.810 0.253 -4.633 -0.10
C 2.426 0.371 -0.608 -0.26
C -0.901 2.023 5.473 -1.04
C -4.632 -4.017 -3.042 0.11
C -4.131 -5.904 -4.625 -1.71
C -4.925 -4.627 -4.408 0.36
C -2.821 2.161 6.861 -0.95
C -1.958 0.542 -1.073 0.38
C 2.065 -5.467 1.219 -1.10
C 2.416 5.307 0.510 -1.08
C 1.810 -0.958 6.142 -1.36
C -0.466 2.293 4.047 2.67
C -5.250 5.830 3.065 0.61
C 3.788 -1.050 2.407 -0.54
C 3.960 0.858 -5.329 0.11
C 1.426 -2.198 5.308 -0.47
C -4.915 2.894 3.116 -0.62
C -3.871 5.125 3.209 0.39
C 6.071 -1.047 -1.622 -0.55
C 1.149 0.078 0.167 1.79
C -4.604 2.154 -3.925 -0.31
C 0.649 4.426 -1.046 -1.73
C -7.180 -0.378 -4.773 0.09
C 1.904 -4.558 -0.010 -0.09
C 1.152 4.457 0.395 1.86
C -4.643 1.479 2.650 -0.70
C 0.555 -1.862 4.111 0.72
C 0.538 -3.865 -0.019 0.67
H 2.240 6.364 0.269 0.45
H -0.760 1.004 5.841 0.17
H -3.649 5.039 4.286 0.21
H -2.524 1.193 7.276 0.29
H -3.067 -5.667 -4.697 0.32
H 0.809 -2.761 6.024 0.47
H 1.422 1.105 3.991 -0.55
H -0.251 3.816 -1.144 0.27
H 5.308 1.421 -3.853 0.22
H 4.434 -1.807 -2.391 0.21
H -9.034 -0.607 -3.759 0.36
H 0.229 -3.627 1.009 -0.16
H -4.219 -6.631 -3.816 0.43
H 8.805 -1.682 3.121 0.33
H -2.382 -1.274 -3.836 -0.07
H -1.165 0.038 0.796 -1.55
H 1.392 4.017 -1.728 0.29
H 7.012 -0.583 -1.903 0.44
H -1.030 1.603 3.416 -1.46
H 0.793 -0.928 -0.067 -0.54
H -0.012 5.982 0.868 0.33
H 3.818 -3.920 0.235 0.30
H -4.624 -4.758 -2.232 0.56
H 2.797 -0.356 -6.680 0.38
H -7.889 -2.246 -4.876 0.29
H -4.852 -4.069 -6.359 0.22
H -5.240 -2.860 -5.326 0.32
H 6.845 3.394 0.764 0.37
H 4.962 -2.048 0.897 -0.60
H 6.430 2.698 -0.807 0.31
H 1.372 -6.313 1.245 0.39
H 4.469 6.525 -0.518 0.35
H 2.242 -0.193 5.496 0.19
H 2.093 -3.881 4.706 0.25
H -0.347 2.703 6.138 0.55
H 5.548 -0.306 -1.006 0.10
H -0.904 -1.316 -4.799 0.13
H 1.243 2.193 2.677 -0.47
H -6.331 -1.936 -1.104 0.27
H 1.860 -4.876 2.115 0.03
H -1.207 -0.702 2.662 -0.28
H -1.852 -2.854 -4.420 0.24
H 5.420 2.244 0.519 0.23
H 2.931 -0.023 -3.666 -0.10
H 5.696 -3.664 2.756 0.31
H 2.078 -5.075 -0.951 0.41
H 2.789 5.306 1.545 0.51
H 5.392 4.981 -0.771 0.19
H 3.733 -0.675 3.433 0.57
H -5.582 0.958 2.456 0.48
H 3.280 -0.277 -0.398 -0.34
H 8.926 -1.018 1.492 0.17
H -5.694 -3.565 -0.676 0.35
H 1.437 3.475 0.773 -1.27
H -5.101 -0.043 -5.415 0.39
H 0.554 -2.906 -0.544 -0.19
H -3.868 2.051 -4.735 0.32
H -0.212 4.299 4.116 0.38
H 2.832 -2.891 0.897 -0.38
H -4.194 1.569 -3.097 -0.11
H 4.566 -0.331 -7.028 0.39
H 3.872 -1.304 -5.694 0.26
H 8.161 1.550 0.336 0.22
H 6.560 -1.303 3.413 0.55
H -7.721 -0.017 -5.652 0.40
H -2.453 2.934 7.546 0.35
H 4.358 -3.226 3.443 0.23
H 0.301 -2.721 3.479 0.55
H -5.901 3.201 2.759 0.46
H 0.573 5.261 2.157 0.25
H 2.185 0.200 -1.658 -0.45
H -6.618 -2.134 -3.906 0.38
H 5.323 -0.117 -4.269 0.36
H 3.069 -5.885 1.288 0.40
H -3.453 -2.182 -5.670 0.37
H 3.013 1.781 -3.690 0.17
H 6.538 -0.364 1.904 0.23
H 0.516 -0.322 -3.687 0.01
H -7.632 -0.390 -2.705 0.12
H 0.886 -0.604 6.601 0.26
H -1.701 3.794 4.268 -0.10
H -0.445 1.017 -4.355 0.54
H 4.862 5.506 0.876 0.35
H 0.415 5.418 -1.444 0.51
H 2.465 -1.187 6.982 0.47
H 3.087 -3.325 5.749 0.29
H 3.739 -0.136 1.810 0.20
H -5.071 2.844 4.201 0.26
H 1.350 0.101 1.246 -0.64
H -4.593 -2.211 -0.965 0.14
H 9.345 -2.726 1.790 0.26
H 2.880 -1.643 2.320 -0.41
H -8.341 1.032 -3.486 0.36
H 1.068 -1.126 3.482 -0.74
H 6.255 -1.864 -0.920 0.28
H -2.143 -4.870 -1.569 0.24
H -5.989 -4.856 -4.537 0.27
H 1.686 2.808 4.246 0.61
H -5.339 -0.224 -3.754 -0.22
H -3.662 -3.519 -2.938 -0.41
H -2.254 -0.195 3.882 -0.26
H -2.264 -1.892 3.323 0.52
H -1.195 -3.331 -1.708 -0.01
H -4.063 1.483 1.724 -0.01
H -4.130 0.843 3.371 0.04
H 0.708 1.334 -3.090 -0.07
H -4.688 3.203 -3.656 0.34
H -2.106 -3.708 -0.224 0.22
H -4.463 -6.402 -5.535 0.42
H 3.916 1.766 -5.936 0.41
H 2.776 1.395 -0.473 0.21
H -3.905 2.230 6.934 0.27